one) Formula: C3H10NO2
Source: the OMol25 dataset
Level of theory: ωB97M-V with the def2-TZVPD basis set

XYZ file:
```
16
Properties=species:S:1:pos:R:3:nbo_charge:R:1
C 0.345 -1.545 -1.242 -0.2166
C -0.012 -1.115 0.241 -0.4440
C -0.192 0.369 0.481 -0.0328
O -0.850 0.650 1.654 -0.8729
N 0.382 -0.546 -2.277 -0.8474
H -0.393 -2.316 -1.469 0.1747
H 1.309 -2.041 -1.182 0.1677
H -0.898 -1.651 0.625 0.1864
H 0.672 -1.524 1.001 0.1828
H -0.707 0.871 -0.351 0.1078
H 0.836 0.802 0.438 0.1055
H 1.000 0.229 -2.151 0.3603
H -0.545 -0.191 -2.414 0.3511
H -0.749 1.873 1.874 0.4937
H 0.198 3.168 2.756 0.4270
O -0.395 2.964 2.014 -1.1435
```

## Properties
Total charge: -1
2S+1: 1
E_HOMO (eV): -3.4394
HOMO-LUMO gap (eV): 7.590


two) Formula: C3H10NO2
Source: the OMol25 dataset
Level of theory: ωB97M-V with the def2-TZVPD basis set

XYZ file:
```
16
Properties=species:S:1:pos:R:3:nbo_charge:R:1
N 2.231 -0.287 0.327 -0.8937
C 1.334 -0.704 1.372 0.0988
O 0.398 0.270 1.754 -0.8125
H 1.622 0.089 -0.410 0.4060
H 2.831 0.453 0.664 0.3304
H 0.817 -1.595 1.009 0.1257
H 1.907 -0.964 2.261 0.1267
H 0.021 0.594 0.872 0.5062
C -1.128 -0.297 -1.041 -0.0251
O -0.309 0.701 -0.629 -0.9534
C -2.384 0.222 -1.745 -0.6294
H -1.477 -0.934 -0.191 0.0928
H -0.607 -0.993 -1.735 0.0906
H -3.052 -0.593 -2.018 0.1653
H -2.107 0.758 -2.638 0.1826
H -2.895 0.902 -1.077 0.1890
```

## Properties
Total charge: -1
2S+1: 1
E_HOMO (eV): -3.4343
HOMO-LUMO gap (eV): 7.942


Going by the computed energies, the most stable comes first: two), one).


one) Formula: CH3NSi
Source: the OMol25 dataset
Level of theory: ωB97M-V with the def2-TZVPD basis set

XYZ file:
```
6
Properties=species:S:1:pos:R:3:nbo_charge:R:1
C -0.896 0.671 -0.781 -0.2610
N -1.476 1.671 -0.802 -0.2866
Si 0.185 -0.873 -1.090 0.8256
H 1.354 0.049 1.523 -0.0394
H 1.764 0.268 2.207 0.0364
H -0.931 -1.787 -1.057 -0.2750
```

## Properties
2S+1: 1
E_HOMO (eV): -9.8318
HOMO-LUMO gap (eV): 7.888


two) Formula: CH3NSi
Source: the OMol25 dataset
Level of theory: ωB97M-V with the def2-TZVPD basis set

XYZ file:
```
6
Properties=species:S:1:pos:R:3:nbo_charge:R:1
N 1.796 1.655 -0.612 -0.2153
C 0.750 0.992 -0.287 -0.2011
Si -0.375 -0.318 0.113 0.7815
H -0.028 -1.757 0.352 -0.1238
H -0.801 -0.036 1.502 -0.1277
H -1.342 -0.537 -1.068 -0.1136
```

## Properties
SMILES: N#C[SiH3]
2S+1: 1
E_HOMO (eV): -11.4646
HOMO-LUMO gap (eV): 11.296


Going by the computed energies, the most stable comes first: two), one).


one) Formula: C5H10
Source: the OMol25 dataset
Level of theory: ωB97M-V with the def2-TZVPD basis set

XYZ file:
```
15
Properties=species:S:1:pos:R:3:nbo_charge:R:1
C -0.625 1.081 -1.160 -0.6223
C 0.640 0.191 -1.082 -0.3994
C 0.661 -0.819 0.182 -0.2157
C -0.617 -0.987 0.968 -0.4259
C 0.520 -0.200 1.564 -0.4323
H -0.447 2.140 -0.940 0.2113
H -1.199 1.000 -2.088 0.2156
H -1.354 0.726 -0.396 0.1954
H 0.751 -0.398 -2.009 0.2072
H 1.555 0.790 -0.965 0.2050
H 1.364 -1.646 0.014 0.2191
H -1.068 -1.892 1.376 0.2229
H -1.402 -0.335 0.561 0.1961
H 0.382 0.879 1.537 0.2024
H 1.061 -0.521 2.460 0.2207
```

## Properties
SMILES: CCC1CC1
2S+1: 1
E_HOMO (eV): -10.1691
HOMO-LUMO gap (eV): 11.484


two) Formula: C5H10
Source: the OMol25 dataset
Level of theory: ωB97M-V with the def2-TZVPD basis set

XYZ file:
```
15
Properties=species:S:1:pos:R:3:nbo_charge:R:1
C -0.782 0.612 2.361 -0.4218
C -2.021 0.499 1.903 -0.1573
C -2.387 0.600 0.444 -0.6519
H -0.540 0.253 3.373 0.1930
H 0.117 0.594 1.762 0.1907
H -2.877 0.335 2.544 0.1981
H -1.690 0.860 -0.338 0.2221
H -2.777 -0.456 0.178 0.2132
H -3.272 1.238 0.357 0.2140
C 2.543 -1.114 -2.663 -0.3850
C 2.855 -0.456 -1.565 -0.3836
H 1.716 -1.825 -2.657 0.1912
H 3.120 -1.066 -3.561 0.1978
H 2.396 -0.411 -0.571 0.1963
H 3.599 0.336 -1.568 0.1833
```

## Properties
SMILES: C=CC.C=C
2S+1: 1
E_HOMO (eV): -9.6261
HOMO-LUMO gap (eV): 10.679


three) Formula: C5H10
Source: the OMol25 dataset
Level of theory: ωB97M-V with the def2-TZVPD basis set

XYZ file:
```
15
Properties=species:S:1:pos:R:3:nbo_charge:R:1
C 0.039 -1.032 -1.724 -0.4462
C 0.398 -0.388 -0.516 0.0537
C 1.515 0.646 -0.386 -0.6630
C -0.440 -0.548 0.824 -0.4496
C -1.452 0.557 1.084 -0.6070
H -0.750 -1.823 -1.938 0.2219
H 0.792 -0.737 -2.511 0.1905
H 2.440 0.226 0.111 0.2209
H 1.199 1.525 0.153 0.2207
H 1.873 0.892 -1.404 0.2190
H -0.900 -1.525 1.067 0.2142
H 0.370 -0.441 1.537 0.2006
H -0.939 1.553 1.359 0.1983
H -2.252 0.734 0.310 0.2157
H -1.892 0.361 2.034 0.2104
```

## Properties
SMILES: C=C(C)CC
2S+1: 1
E_HOMO (eV): -9.0425
HOMO-LUMO gap (eV): 10.151


four) Formula: C5H10
Source: the OMol25 dataset
Level of theory: ωB97M-V with the def2-TZVPD basis set

XYZ file:
```
15
Properties=species:S:1:pos:R:3:nbo_charge:R:1
C 0.110 -0.204 2.080 -0.6606
C 0.321 -0.763 0.699 -0.1896
C 0.005 -0.115 -0.433 0.0125
C 0.094 -0.768 -1.771 -0.6414
C -0.323 1.379 -0.478 -0.6582
H 0.445 0.849 2.062 0.2091
H -0.960 -0.234 2.296 0.2253
H 0.860 -0.598 2.787 0.2222
H 0.528 -1.827 0.622 0.1895
H 0.075 -1.866 -1.737 0.2127
H 0.997 -0.582 -2.348 0.2197
H -0.838 -0.526 -2.270 0.2086
H -1.125 1.638 0.212 0.2165
H -0.692 1.560 -1.482 0.2111
H 0.503 2.058 -0.238 0.2227
```

## Properties
SMILES: CC=C(C)C
2S+1: 1
E_HOMO (eV): -8.8192
HOMO-LUMO gap (eV): 9.935


Going by the computed energies, the most stable comes first: four), three), one), two).


one) Formula: C3H8P2
Source: the OMol25 dataset
Level of theory: ωB97M-V with the def2-TZVPD basis set

XYZ file:
```
13
Properties=species:S:1:pos:R:3:nbo_charge:R:1
C 3.846 0.501 -0.107 -0.6888
P 2.565 -0.359 -0.381 0.5049
P 0.162 -1.262 -0.194 0.2520
C -1.110 0.036 -0.300 -0.7406
C -2.525 -0.413 0.128 -0.6167
H 3.760 1.648 0.099 0.2145
H 2.774 -1.801 -0.088 -0.0090
H -0.550 -2.089 0.954 -0.0227
H -0.897 0.949 0.145 0.2253
H -1.022 0.304 -1.308 0.2199
H -2.232 -0.799 1.158 0.2128
H -3.128 0.500 0.392 0.2257
H -2.856 -1.172 -0.585 0.2225
```

## Properties
SMILES: C#[PH]PCC
2S+1: 1
E_HOMO (alpha / beta) (eV): -8.0130 / -7.9738
HOMO-LUMO gap (alpha / beta) (eV): 6.561 / 6.698


two) Formula: C3H8P2
Source: the OMol25 dataset
Level of theory: ωB97M-V with the def2-TZVPD basis set

XYZ file:
```
13
Properties=species:S:1:pos:R:3:nbo_charge:R:1
C 2.767 -0.308 -0.561 -0.8287
P 1.678 0.180 0.624 0.3825
P -0.281 0.343 -0.610 0.4893
C -0.987 -1.264 0.110 -0.9003
C -1.401 1.461 0.366 -0.9294
H 2.724 -0.363 -1.697 0.2247
H 3.816 -0.328 -0.314 0.2130
H -1.083 -1.287 1.131 0.2111
H -1.909 -1.390 -0.481 0.2265
H -0.331 -2.070 -0.113 0.2263
H -1.491 1.208 1.423 0.2218
H -1.015 2.444 0.269 0.2265
H -2.487 1.376 -0.147 0.2369
```

## Properties
SMILES: C=P#P(C)C
2S+1: 1
E_HOMO (eV): -8.3816
HOMO-LUMO gap (eV): 8.473


three) Formula: C3H8P2
Source: the OMol25 dataset
Level of theory: ωB97M-V with the def2-TZVPD basis set

XYZ file:
```
13
Properties=species:S:1:pos:R:3:nbo_charge:R:1
C -2.002 -0.800 0.191 -0.0680
C -3.063 -0.540 -0.494 -0.5369
C 1.889 1.419 0.648 -0.9162
P 1.554 -1.594 0.307 0.0316
P 2.205 0.177 -0.689 0.2531
H -1.719 -0.907 1.212 0.1762
H 1.685 -2.351 -0.863 -0.0431
H -3.068 -0.501 -1.574 0.2148
H -4.045 -0.354 -0.043 0.2128
H 0.898 1.292 1.079 0.2251
H 1.980 2.421 0.227 0.2346
H 2.644 1.295 1.426 0.2308
H 1.041 0.442 -1.427 -0.0147
```

## Properties
2S+1: 1
E_HOMO (alpha / beta) (eV): -8.8633 / -8.0079
HOMO-LUMO gap (alpha / beta) (eV): 7.818 / 7.885


Going by the computed energies, the most stable comes first: two), three), one).


one) Formula: C5H10NO3
Source: the OMol25 dataset
Level of theory: ωB97M-V with the def2-TZVPD basis set

XYZ file:
```
19
Properties=species:S:1:pos:R:3:nbo_charge:R:1
C -1.752 -0.196 0.805 -0.5152
C -1.506 -1.427 -0.019 -0.6106
C -0.863 -0.350 2.052 0.6892
O -1.253 -1.018 2.999 -0.6708
N 0.362 0.276 2.021 -0.8533
H -1.405 0.688 0.211 0.2502
H -2.816 -0.234 0.973 0.2111
H -1.714 -2.451 0.362 0.2011
H 1.092 0.091 2.642 0.3746
H 0.742 0.550 1.097 0.4522
H -0.515 -1.482 -0.504 0.2429
H -2.194 -1.481 -0.895 0.1876
C 0.653 1.532 -2.770 -0.7311
C 1.359 0.594 -1.802 0.7739
O 0.845 0.636 -0.665 -0.8425
O 2.335 -0.084 -2.167 -0.7536
H -0.420 1.211 -2.755 0.1982
H 0.843 1.418 -3.811 0.1918
H 0.632 2.584 -2.440 0.2043
```

## Properties
Total charge: -1
2S+1: 1
E_HOMO (eV): -4.6832
HOMO-LUMO gap (eV): 8.577


two) Formula: C5H10NO3
Source: the OMol25 dataset
Level of theory: ωB97M-V with the def2-TZVPD basis set

XYZ file:
```
19
Properties=species:S:1:pos:R:3:nbo_charge:R:1
O -0.300 2.965 1.209 -0.7819
C -0.527 1.739 1.259 0.7685
O -1.607 1.155 1.497 -0.7936
C 0.717 0.824 0.944 -0.5297
C 0.465 -0.652 1.284 -0.4565
C 0.224 -1.511 0.060 -0.2398
C -0.788 -1.332 -0.785 -0.0566
N -0.916 -2.071 -2.009 -0.8423
H 0.975 1.044 -0.092 0.1904
H 1.519 1.229 1.567 0.2048
H 1.314 -1.053 1.837 0.1839
H -0.406 -0.737 1.907 0.2515
H 1.022 -2.166 -0.296 0.1722
H -1.491 -0.526 -0.590 0.2276
H -1.750 -2.654 -1.956 0.3550
H -0.167 -2.757 -2.042 0.3476
H 1.138 -0.631 -2.598 0.4777
H 2.044 -0.059 -1.548 0.4778
O 2.070 -0.439 -2.443 -0.9565
```

## Properties
Total charge: -1
2S+1: 1
E_HOMO (eV): -4.1358
HOMO-LUMO gap (eV): 7.699


three) Formula: C5H10NO3
Source: the OMol25 dataset
Level of theory: ωB97M-V with the def2-TZVPD basis set

XYZ file:
```
19
Properties=species:S:1:pos:R:3:nbo_charge:R:1
C -0.768 1.119 1.778 -0.5007
C 0.277 0.650 2.790 -0.6013
C -1.751 0.044 1.374 0.6841
O -2.343 -0.681 2.152 -0.6549
N -1.954 0.029 0.006 -0.8515
H -1.338 1.972 2.163 0.2108
H -0.309 1.547 0.886 0.2334
H 0.960 -0.063 2.330 0.2108
H -2.671 -0.585 -0.351 0.3726
H -1.168 0.166 -0.628 0.4589
H -0.143 0.161 3.662 0.2112
H 0.846 1.536 3.074 0.1965
C 2.187 -1.434 -1.633 -0.7504
C 1.460 -0.114 -2.123 0.7902
O 2.161 0.630 -2.837 -0.7681
O 0.274 0.056 -1.732 -0.8421
H 3.233 -1.139 -1.569 0.2074
H 2.136 -2.197 -2.414 0.1971
H 1.722 -1.823 -0.730 0.1959
```

## Properties
Total charge: -1
2S+1: 1
E_HOMO (eV): -4.5317
HOMO-LUMO gap (eV): 8.206


four) Formula: C5H10NO3
Source: the OMol25 dataset
Level of theory: ωB97M-V with the def2-TZVPD basis set

XYZ file:
```
19
Properties=species:S:1:pos:R:3:nbo_charge:R:1
C 0.981 -0.935 -0.342 -0.1987
C 0.940 0.331 -1.248 -0.4607
C 1.166 1.627 -0.509 -0.1350
C 2.129 2.489 -0.822 -0.4468
N 0.262 -0.839 0.885 -0.6931
C -1.152 -0.911 0.925 0.8680
O -1.681 -1.409 -0.101 -0.8184
O -1.718 -0.455 1.950 -0.8131
H 0.578 -1.761 -0.927 0.2232
H 2.037 -1.173 -0.168 0.1649
H -0.047 0.426 -1.717 0.2290
H 1.721 0.221 -2.009 0.1853
H 0.687 1.661 0.468 0.2023
H 2.217 3.478 -0.376 0.1859
H 2.635 2.398 -1.776 0.1729
H 0.620 -0.193 1.572 0.3665
H -3.704 -2.092 0.763 0.4823
H -3.465 -1.173 1.922 0.5045
O -4.206 -1.690 1.509 -1.0189
```

## Properties
Total charge: -1
2S+1: 1
E_HOMO (eV): -4.7832
HOMO-LUMO gap (eV): 8.303


Going by the computed energies, the most stable comes first: three), one), four), two).


one) Formula: C5H9NO3
Source: the OMol25 dataset
Level of theory: ωB97M-V with the def2-TZVPD basis set

XYZ file:
```
18
Properties=species:S:1:pos:R:3:nbo_charge:R:1
N 1.196 2.873 1.537 -0.3638
C 0.636 1.890 1.219 0.3286
C 0.260 0.468 1.181 -0.5096
C 0.471 -0.147 -0.202 -0.5000
C 0.097 -1.610 -0.271 0.5668
O -0.086 -2.290 0.716 -0.5119
C -0.033 -2.168 -1.669 -0.1631
O -0.188 -3.555 -1.634 -0.6889
H -0.794 0.386 1.484 0.2543
H 0.855 -0.066 1.935 0.2726
H 1.530 -0.080 -0.499 0.2432
H -0.094 0.399 -0.971 0.2350
H 0.858 -1.858 -2.244 0.1818
H -0.902 -1.662 -2.131 0.1862
H -0.276 -3.889 -2.530 0.4753
O -1.343 3.920 1.028 -0.9671
H -1.792 3.271 1.594 0.4609
H -0.397 4.118 1.455 0.4996
```

## Properties
SMILES: N#CCCC(=O)CO.O
2S+1: 1
E_HOMO (eV): -10.3398
HOMO-LUMO gap (eV): 10.710


two) Formula: C5H9NO3
Source: the OMol25 dataset
Level of theory: ωB97M-V with the def2-TZVPD basis set

XYZ file:
```
18
Properties=species:S:1:pos:R:3:nbo_charge:R:1
C -0.429 -0.436 -0.555 0.0941
C 0.814 -0.570 -1.363 -0.6708
C -1.682 -0.142 -1.319 -0.6503
C 0.008 1.147 1.271 0.8251
C -0.507 -0.385 0.852 -0.2019
O 1.588 -1.190 1.439 -0.5618
O 1.213 1.523 0.770 -0.7013
N 0.384 -0.664 1.917 -0.1296
O -0.764 1.897 1.809 -0.6029
H 2.150 -1.204 2.225 0.4821
H 1.369 2.422 1.091 0.5038
H -1.517 -0.430 1.248 0.2546
H 1.656 -0.954 -0.798 0.2503
H -2.516 0.126 -0.673 0.2209
H 0.631 -1.203 -2.235 0.2180
H 1.111 0.418 -1.740 0.2258
H -1.985 -1.022 -1.899 0.2255
H -1.524 0.667 -2.038 0.2183
```

## Properties
2S+1: 1
E_HOMO (alpha / beta) (eV): -7.9381 / -7.4613
HOMO-LUMO gap (alpha / beta) (eV): 8.100 / 7.521


three) Formula: C5H9NO3
Source: the OMol25 dataset
Level of theory: ωB97M-V with the def2-TZVPD basis set

XYZ file:
```
18
Properties=species:S:1:pos:R:3:nbo_charge:R:1
C -0.478 -0.321 -2.150 -0.7402
C 0.070 -1.232 -1.103 0.5879
O 0.291 -2.406 -1.267 -0.5417
C 0.354 -0.615 0.272 -0.0032
C 1.820 -0.837 0.640 -0.6112
O 0.108 0.788 0.408 -0.5510
C -1.147 1.191 0.760 0.8909
N -1.106 1.920 1.899 -0.8266
O -2.154 0.915 0.160 -0.6249
H -0.606 -0.855 -3.085 0.2322
H -1.436 0.067 -1.803 0.2742
H 0.190 0.527 -2.282 0.2339
H -0.285 -1.158 0.987 0.2067
H 2.005 -0.523 1.664 0.2144
H 2.058 -1.892 0.534 0.2379
H 2.453 -0.255 -0.027 0.2129
H -0.214 2.240 2.236 0.4030
H -1.925 2.447 2.156 0.4046
```

## Properties
SMILES: CC(=O)[C@@H](C)OC(N)=O
2S+1: 1
E_HOMO (eV): -9.5600
HOMO-LUMO gap (eV): 10.240


four) Formula: C5H9NO3
Source: the OMol25 dataset
Level of theory: ωB97M-V with the def2-TZVPD basis set

XYZ file:
```
18
Properties=species:S:1:pos:R:3:nbo_charge:R:1
C -1.431 -1.113 -1.712 -0.6284
C -0.885 0.284 -1.460 0.0853
O 0.348 0.406 -2.178 -0.7425
C -0.704 0.564 0.173 -0.3224
C 0.437 0.186 0.681 0.2165
O 1.550 -0.299 0.102 -0.7091
C 0.573 0.454 2.300 0.6503
N 1.795 0.107 2.752 -0.8215
O -0.318 0.877 3.003 -0.6142
H -0.739 -1.860 -1.327 0.2130
H -2.389 -1.228 -1.214 0.2215
H -1.563 -1.282 -2.781 0.2162
H -1.590 1.037 -1.832 0.1733
H 0.593 1.337 -2.219 0.4849
H -1.555 0.904 0.730 0.2475
H 1.395 -0.292 -0.870 0.5152
H 2.461 -0.307 2.124 0.4111
H 2.024 0.226 3.727 0.4031
```

## Properties
SMILES: C[C@H](O)/C=C(\O)C(N)=O
2S+1: 1
E_HOMO (eV): -9.1896
HOMO-LUMO gap (eV): 9.808


Going by the computed energies, the most stable comes first: three), four), one), two).